[1]
89
Properties=species:S:1:pos:R:3:forces:R:3 method="wB97M-V/def2-TZVPD" gap_ev="5.1 / 3.3" total_charge=-1 de_lowest_kcal_mol=94.7 s_squared=1.0782 total_energy_ev=-78601.27835 multiplicity=2
Au 0.02609 -0.24062 -0.20617 0.664 -0.515 0.915
Te -0.41269 0.66513 2.79844 -1.372 -1.213 -0.006
S 1.47446 -1.06228 -3.07618 -0.102 -0.279 -0.302
O 0.17710 3.28941 2.01162 -0.001 0.349 -0.516
O 1.80864 -2.45618 -2.82044 0.242 0.078 0.101
O 1.47154 -0.66391 -4.46387 0.010 0.270 0.227
O 1.55808 -0.44909 1.69355 0.267 0.392 -0.531
O -2.37722 1.48320 -3.29172 -0.528 0.865 -0.645
O -2.20234 0.49684 -1.27710 -0.472 -0.095 1.420
O 3.39284 -1.51485 2.38086 0.392 -0.129 0.288
N 0.88447 -2.48806 -0.05503 -0.350 0.207 -0.241
N 0.03311 -0.82348 -2.35685 1.293 0.290 1.108
N -0.50151 1.45945 0.89999 -0.068 -1.847 -0.198
C -2.25414 -1.84722 1.44379 0.073 -0.045 -0.005
C 1.02421 1.27647 5.58039 -0.331 0.134 -0.020
C 2.73379 -0.11752 -2.21004 -0.384 -0.347 -0.196
C -0.17060 4.83327 -0.28309 0.061 -0.068 0.135
C 2.07667 1.10694 6.46830 -0.001 -0.197 0.040
C -0.06505 2.69381 0.93970 0.552 1.753 0.364
C -3.06962 -0.68056 1.89916 0.011 -0.093 0.169
C 2.35836 -1.43451 1.73977 -0.106 -0.730 -0.418
C 0.97385 -1.11604 5.23000 -0.340 -0.141 -0.223
C -6.63609 0.47837 1.31202 0.055 0.003 0.084
C 0.50325 2.65508 5.31111 0.106 0.053 -0.118
C 4.58633 -0.10379 -0.68900 -0.021 0.116 -0.033
C 2.94842 1.21754 -2.49100 -0.066 0.210 -0.110
C 0.28435 3.59401 -2.71816 0.070 0.071 -0.098
C -1.06403 -0.52665 -3.14204 -1.016 0.639 -0.643
C 5.90966 1.98887 -0.25719 -0.063 -0.026 -0.044
C 2.59360 -0.14956 6.74603 -0.042 -0.065 0.045
C -4.40622 -0.64571 1.51273 -0.039 0.165 0.086
C 3.96562 1.89723 -1.84390 -0.077 -0.087 -0.037
C 0.23505 2.83580 -1.56349 -0.072 0.158 0.161
C -2.82808 2.61521 3.76076 -0.015 0.049 -0.049
C -0.13743 5.58463 -1.44104 -0.009 0.089 -0.006
C 0.00718 3.45354 -0.34066 0.127 0.064 -0.301
C 0.41088 -2.33903 4.57253 -0.003 0.032 -0.095
C -4.69215 1.46966 2.56041 0.087 -0.004 0.010
C 3.56643 -0.78170 -1.33119 -0.032 -0.149 0.069
C 2.02285 -1.25243 6.13084 -0.008 0.230 0.083
C -2.00695 0.67968 -2.46494 0.805 -0.935 -1.245
C -2.55069 0.38245 2.63084 0.278 0.241 -0.013
C 0.46646 0.15026 4.97499 0.706 0.280 0.387
C 3.76838 -0.31179 7.66633 -0.028 -0.015 -0.076
C 1.92282 -2.71300 0.94425 0.281 0.462 0.588
C 0.09224 4.96392 -2.65796 -0.013 -0.031 -0.141
C -3.36769 1.46465 2.96939 -0.225 0.004 0.098
C -5.22167 0.42943 1.80843 0.063 -0.154 -0.020
C 4.78885 1.24968 -0.92670 0.027 -0.114 -0.069
H -3.59651 3.36967 3.92607 0.009 0.015 0.047
H 1.09776 3.40282 5.83187 0.038 0.053 0.024
H -1.93672 -1.65512 0.41568 -0.051 -0.167 -0.076
H -4.80009 -1.46541 0.92782 -0.025 -0.091 -0.091
H 3.42145 -1.83709 -1.18671 0.059 -0.174 0.098
H -5.31791 2.31911 2.80420 -0.032 0.086 0.038
H 0.47312 3.11921 -3.66968 -0.092 -0.083 -0.091
H -0.79948 -0.24318 -4.16361 -0.190 0.024 0.158
H 0.10682 5.54794 -3.56641 0.035 0.060 -0.096
H 0.13737 -3.16879 0.02339 -0.021 0.153 -0.022
H 6.70174 2.19712 -0.97880 0.056 0.055 0.039
H 2.82866 -3.14744 0.51477 -0.117 -0.033 0.013
H 1.21776 -2.99360 4.24818 0.026 -0.076 -0.083
H -0.22932 -2.89660 5.25787 -0.050 0.001 0.015
H -0.52937 2.74582 5.64547 -0.043 0.051 -0.022
H -0.28596 6.65563 -1.40146 -0.019 0.037 0.030
H 5.55405 2.93603 0.14335 0.040 0.087 0.044
H -2.46405 2.25707 4.72469 0.006 0.109 0.058
H -7.33973 0.38436 2.14002 -0.088 0.016 0.004
H 2.33282 1.70731 -3.22670 -0.075 0.138 -0.078
H 4.65728 -0.56002 7.08535 0.093 -0.013 0.057
H -0.32612 5.29303 0.68282 -0.014 -0.008 0.020
H 6.32732 1.40119 0.55632 0.048 0.003 0.060
H 5.22915 -0.63137 0.00024 -0.007 -0.050 0.117
H -2.84592 -2.76299 1.46124 0.017 -0.033 -0.009
H 3.95958 0.60927 8.21467 0.055 -0.012 0.049
H -6.81909 -0.33073 0.60847 -0.080 0.002 -0.049
H 4.13219 2.94338 -2.06066 -0.038 0.102 -0.017
H -6.82139 1.42799 0.81263 -0.098 0.023 -0.053
H -1.99156 3.07288 3.23086 0.067 0.140 0.077
H 1.56544 -3.39934 1.71950 0.015 -0.001 -0.137
H 2.42037 -2.23990 6.32449 0.038 -0.123 0.011
H 3.59326 -1.11815 8.37860 0.059 -0.005 0.048
H -1.81458 -1.32950 -3.12759 0.094 -0.074 -0.096
H 2.51817 1.97917 6.93326 0.002 0.085 0.050
H -0.18190 -2.03936 3.71102 -0.009 -0.192 -0.047
H -1.36047 -1.96751 2.05311 -0.031 -0.143 -0.074
H 1.24134 -2.55138 -1.00884 -0.006 -0.229 0.069
H 0.53751 2.86134 4.24026 -0.080 0.242 0.063
H 0.37072 1.76416 -1.59883 0.021 0.102 -0.126

***

[2]
113
Properties=species:S:1:pos:R:3:forces:R:3 method="wB97M-V/def2-TZVPD" gap_ev=2.9 total_charge=-2 total_energy_ev=-129452.43644
In 1.41610 0.97214 2.21296 0.340 1.088 -0.013
P -1.10931 0.43227 2.08366 -0.197 -0.220 0.366
F -6.08363 1.11536 -5.17966 -0.332 -0.064 -0.444
F 2.49683 4.79696 -3.31873 -0.151 0.417 -0.576
F -3.07537 -5.36440 2.20531 0.236 -0.351 0.183
F 1.78201 0.43460 -7.01031 -0.183 -0.259 -0.038
F -10.84270 -7.89842 3.05996 -0.205 -0.259 0.040
F 3.99090 6.39353 0.25404 -0.117 0.295 -0.439
F -3.69623 1.90810 3.98710 -0.047 -0.052 -0.003
F 4.82135 -6.51560 -2.25267 0.288 -0.348 0.098
O 1.89907 4.17115 2.33994 -1.203 -3.238 2.416
O -3.58944 -3.20950 2.53283 -1.075 -0.209 -0.067
O 4.62607 2.32431 -7.06235 0.262 -0.562 -1.348
O 4.39759 0.99693 -2.03023 -1.340 2.597 -0.314
O 5.35960 1.90797 -9.18827 -1.780 -0.422 1.930
O 3.52862 0.82951 -8.35512 0.842 0.321 0.134
O -7.99864 -6.00871 3.00792 0.199 -0.525 -1.034
O -4.65051 -1.21323 2.21863 -0.056 -3.157 -0.419
O 5.79296 6.60742 3.14700 0.965 -0.644 -0.574
O 3.35982 2.74595 -3.06640 -0.241 -0.270 0.186
O 3.47937 2.69916 -0.80950 0.509 -0.768 -1.482
O 5.92506 5.65013 1.10342 0.646 0.153 0.970
O -4.14946 0.37196 -4.33028 -0.302 -0.073 0.558
O -7.26512 -6.42505 0.88201 -2.268 -0.777 2.073
O 4.30728 -4.36071 -1.92515 -0.833 -0.076 -0.087
O -4.28157 1.32925 -2.28670 0.435 -0.669 -0.701
O -9.09609 -7.50351 1.71515 0.784 0.324 0.376
O 2.33016 -4.30931 -3.01989 0.477 0.371 0.405
O -4.41897 4.85378 2.41770 -0.711 -0.545 -1.057
O -5.56656 -3.15810 1.43809 0.443 0.565 0.473
O -5.67060 4.09016 0.66237 1.171 -0.294 1.869
O -4.67620 2.62949 2.10712 -0.436 1.272 -0.750
O 7.71296 5.53579 2.51765 -2.344 0.930 -0.505
O 3.65405 -2.57996 3.59222 0.322 6.505 -3.157
O -2.36156 0.25761 -2.91605 -3.271 0.722 -1.176
O 3.24621 -2.36444 -2.23935 0.116 -3.296 -0.604
O 1.04496 3.22212 4.48644 2.024 -0.227 -6.527
C -3.59917 2.82218 2.99580 0.803 -0.777 0.663
C 6.16438 -0.01371 2.46092 -0.079 -0.883 -2.933
C -1.64319 0.08430 0.28375 -1.238 -0.341 -1.161
C 3.29319 -3.57471 -2.38397 -0.276 3.907 0.276
C 2.81939 -5.63357 -3.09003 -0.832 -0.601 -0.625
C 4.56598 5.90584 1.37614 -0.794 -0.546 -0.204
C -5.50855 0.62767 -4.05756 -0.006 -0.028 -0.530
C 1.48925 3.12188 3.05632 -0.621 3.015 3.558
C 2.91585 3.94180 -1.17861 -0.402 0.651 0.982
C 4.56978 1.70539 -8.28106 1.982 0.948 -1.811
C -9.15326 -6.41408 3.71535 -0.130 0.607 1.162
C -4.09583 -4.52424 2.48894 0.710 -0.025 -0.079
C 2.43007 3.67809 -2.56287 -0.164 0.222 -0.095
C -8.05493 -6.62763 1.78921 1.979 0.806 -2.222
C -1.28579 -1.13991 3.20245 -0.040 -0.322 1.040
C 3.64701 -1.30147 3.13347 -0.615 -4.421 3.079
C 6.57501 5.90150 2.27434 2.451 -0.732 0.615
C -1.39101 1.45378 -0.63073 -0.075 0.258 0.569
C 5.92828 -1.10458 -0.59920 0.894 1.421 3.970
C -3.82158 4.19992 3.51931 0.617 0.667 1.051
C 7.38069 0.34683 1.39181 -3.317 -2.681 -1.536
C 3.80088 -5.67544 -1.96904 0.641 -0.144 0.277
C 3.11929 0.63271 -7.02073 -0.744 -0.338 0.161
C 4.61430 6.94501 2.44362 -1.018 0.688 0.668
C 4.73563 -1.43787 0.50656 3.177 1.721 0.499
C 2.48531 -0.31663 3.73561 1.381 -1.644 0.777
C -4.60353 -2.42350 2.07401 -0.098 3.763 0.169
C 3.79882 2.05820 -1.97509 1.696 -2.695 1.457
C -3.49951 0.62333 -3.15936 3.657 -0.776 1.326
C -9.50543 -7.70031 3.04954 -0.688 -0.377 -0.106
C 3.47145 1.91894 -6.35492 -0.184 0.443 1.388
C -4.98287 3.87465 1.64646 -1.195 0.194 -1.664
C -5.46022 1.66684 -2.99008 -0.701 0.685 0.798
C -5.07733 -4.48237 1.36795 -0.769 -0.847 -0.440
C 4.83202 -0.89774 2.07631 2.978 0.823 -3.242
C 7.28258 -0.22358 -0.16794 -3.286 -0.758 3.321
H 2.69215 2.68044 -6.46541 -0.070 -0.257 -0.082
H -5.36564 2.68168 -3.39075 -0.056 -0.191 -0.188
H 4.06954 4.97686 1.67623 -0.287 0.076 -0.074
H 5.87424 -1.48221 -1.71327 -0.142 0.844 2.635
H 6.30597 0.41059 3.55630 -0.520 -1.039 -2.536
H 8.32280 0.96969 1.75461 -2.327 -1.468 -0.847
H -5.88638 -5.20651 1.49625 0.345 0.539 -0.094
H 1.65652 -1.02577 4.21758 2.156 1.257 -0.871
H -0.51293 -1.97974 2.94321 -1.643 1.253 0.436
H 2.01034 -6.35771 -2.96173 -0.001 0.261 -0.001
H -4.61126 -4.64576 0.39047 0.212 -0.042 0.216
H -2.65247 2.69283 2.46050 -0.034 -0.304 0.195
H 3.82710 -2.10000 0.10685 2.200 1.853 1.218
H -4.50890 4.22342 4.37162 0.008 -0.210 -0.067
H 2.97046 0.33448 4.60956 -1.000 -1.171 -2.076
H 3.36342 -5.93408 -0.99886 0.194 -0.065 -0.052
H -1.18454 -0.88359 -0.19471 -0.717 1.915 0.657
H 3.74123 6.90724 3.10066 0.229 -0.195 -0.026
H -2.88826 4.69099 3.80768 -0.135 -0.041 -0.216
H -6.00499 -0.30131 -3.75747 -0.045 0.073 -0.194
H -2.43688 1.90375 -0.98474 2.487 -1.028 0.800
H -0.71647 1.23170 -1.56137 -1.317 0.511 1.946
H -6.33329 1.62907 -2.33304 0.290 -0.005 0.072
H 2.22109 0.92042 0.60755 -0.281 -0.228 0.279
H 4.70888 7.95985 2.04294 0.019 -0.138 -0.219
H 3.68921 4.71635 -1.14140 -0.197 -0.113 -0.328
H 1.42113 3.25476 -2.61145 0.059 0.133 -0.125
H 3.62930 -0.24256 -6.60443 -0.213 0.006 -0.043
H -2.82538 -0.05789 0.29719 2.385 0.053 -0.008
H 3.28546 -5.79696 -4.06751 0.194 -0.058 0.207
H -2.39829 -1.51775 3.27537 2.535 0.736 -0.222
H 3.68836 1.79080 -5.29100 0.104 0.119 -0.210
H -0.88426 2.27269 0.04277 -0.786 -1.543 -1.248
H -9.93256 -5.65259 3.60486 -0.058 -0.259 -0.094
H 8.15049 -0.00454 -0.93490 -2.066 -0.486 1.703
H -4.53330 -4.78288 3.45912 0.186 -0.097 -0.014
H 2.10580 4.22201 -0.49987 0.198 -0.251 0.193
H -1.00186 -0.76223 4.29790 -0.518 -0.654 -2.355
H -8.93635 -6.54222 4.77927 0.154 0.091 -0.224
H -8.99541 -8.57558 3.46584 -0.203 -0.016 -0.066